1.
{
  "formula": "C25H38BF7NbO21",
  "method": "wB97M-V/def2-TZVPD",
  "symbols": ["C", "C", "C", "C", "C", "Nb", "O", "B", "O", "O", "C", "C", "F", "H", "H", "H", "H", "H", "H", "H", "H", "H", "H", "H", "H", "H", "H", "H", "H", "H", "H", "H", "H", "C", "C", "O", "C", "O", "O", "F", "H", "H", "H", "C", "C", "O", "C", "O", "O", "F", "H", "H", "H", "C", "C", "O", "C", "O", "O", "F", "H", "H", "H", "C", "C", "O", "C", "O", "O", "F", "H", "H", "H", "C", "C", "O", "C", "O", "O", "F", "H", "H", "H", "C", "C", "O", "C", "O", "O", "F", "H", "H", "H"],
  "xyz": [[-0.502, 1.900, 0.832], [0.423, 0.868, 0.172], [-0.048, 0.441, -1.222], [-1.112, -0.654, -1.081], [-2.064, -0.736, -2.290], [-4.196, -0.046, -1.862], [-6.029, 0.749, -1.334], [-6.029, 1.990, -0.825], [-6.669, 3.014, -1.513], [-5.476, 2.338, 0.423], [-4.334, -1.963, -0.597], [-4.464, -1.685, 0.894], [-5.444, -2.779, -0.979], [0.068, 2.778, 1.087], [-0.904, 1.498, 1.751], [-1.338, 2.155, 0.195], [0.424, -0.027, 0.775], [1.429, 1.273, 0.089], [-0.446, 1.286, -1.769], [0.796, 0.008, -1.745], [-1.643, -0.439, -0.163], [-0.618, -1.606, -0.910], [-2.183, -1.790, -2.533], [-1.656, -0.242, -3.162], [-4.834, -0.960, -3.325], [-3.756, 1.373, -2.960], [-3.485, 0.877, -0.426], [-6.985, 3.634, -0.836], [-4.644, 2.800, 0.221], [-3.458, -2.600, -0.708], [-3.802, -0.868, 1.148], [-4.156, -2.548, 1.480], [-5.485, -1.409, 1.120], [4.623, 3.702, 1.034], [3.497, 4.379, 0.287], [2.353, 3.767, 0.842], [2.663, 3.363, 2.111], [1.873, 3.010, 2.913], [4.011, 3.408, 2.295], [3.535, 4.125, -1.044], [4.918, 2.772, 0.546], [5.496, 4.336, 1.166], [3.437, 5.458, 0.438], [-5.958, 3.137, 3.336], [-6.924, 3.366, 4.472], [-6.099, 3.932, 5.478], [-5.065, 4.564, 4.848], [-4.340, 5.342, 5.369], [-5.007, 4.194, 3.551], [-7.466, 2.213, 4.939], [-5.459, 2.172, 3.417], [-6.407, 3.216, 2.354], [-7.733, 4.063, 4.246], [4.342, 2.049, -3.567], [3.147, 1.802, -2.678], [3.555, 0.664, -1.929], [4.910, 0.689, -1.859], [5.566, 0.043, -1.111], [5.421, 1.568, -2.755], [2.044, 1.504, -3.400], [4.287, 1.463, -4.485], [4.485, 3.097, -3.814], [2.920, 2.621, -1.994], [9.312, 3.407, -2.979], [9.589, 3.668, -1.517], [8.498, 4.492, -1.146], [7.454, 4.182, -1.967], [6.332, 4.497, -1.770], [7.883, 3.459, -3.030], [10.747, 4.347, -1.328], [9.729, 4.196, -3.608], [9.673, 2.442, -3.321], [9.595, 2.776, -0.890], [-3.095, -6.711, -0.756], [-4.000, -6.425, 0.420], [-3.090, -5.932, 1.390], [-2.051, -5.364, 0.717], [-1.249, -4.641, 1.204], [-2.067, -5.732, -0.585], [-4.591, -7.552, 0.896], [-2.662, -7.711, -0.689], [-3.585, -6.589, -1.718], [-4.767, -5.672, 0.231], [1.843, -6.480, 1.970], [1.208, -7.845, 2.102], [1.512, -8.445, 0.854], [2.663, -7.876, 0.392], [3.325, -8.313, -0.487], [2.948, -6.756, 1.096], [-0.134, -7.766, 2.247], [1.164, -5.769, 1.496], [2.193, -6.072, 2.914], [1.614, -8.464, 2.904]],
  "lumo_energy_ev": 1.58,
  "total_energy_ha": -3336.427075,
  "e_homo_ev": -4.9465,
  "molar_mass_g_mol": 911.26,
  "fmax_ev_per_a": 2.622,
  "total_charge": -1
}



2.
{
  "formula": "C3H7N2O",
  "method": "wB97M-V/def2-TZVPD",
  "symbols": ["N", "C", "C", "O", "C", "N", "H", "H", "H", "H", "H", "H", "H"],
  "xyz": [[-1.778, -0.692, -0.298], [-0.714, -0.057, 0.169], [-0.643, 0.900, 1.326], [-0.853, 0.253, 2.320], [0.374, -0.414, -0.555], [1.713, 0.125, -0.467], [-2.540, -0.641, 0.416], [-1.498, -1.301, -0.996], [-0.440, 2.020, 1.156], [0.130, -0.997, -1.513], [2.327, -0.252, 0.292], [1.663, 1.101, -0.506], [2.259, -0.046, -1.344]],
  "lumo_energy_ev": -4.14,
  "total_energy_ha": -302.909819,
  "e_homo_ev": -13.1506,
  "molar_mass_g_mol": 87.10,
  "fmax_ev_per_a": 5.765,
  "total_charge": 1,
  "smiles": "N/C(C=O)=C/[NH3+]"
}